w) A 3-piece molecular cluster, C4H14N2O2 overall. Source: OMol25; level of theory: ωB97M-V with the def2-TZVPD basis set.

Summary:
Lowest unoccupied orbital energy = 0.024 Ha
2S+1 = 1
SMILES = CCC/N=C\N.O.O
E_HOMO = -9.32 eV
Charge = 0
Gap between HOMO and LUMO = 9.9759 eV

Geometry as XYZ:
```
22
Properties=species:S:1:pos:R:3:mulliken_charge:R:1
C 0.89347 2.66826 1.12937 -1.061
C -0.08952 2.14685 0.04167 -0.022
C -1.32801 1.29696 0.47377 -1.054
N -0.88789 -0.01497 -2.05178 -0.493
C -0.89674 -0.71477 -0.80081 0.058
N -1.02222 -0.16849 0.33928 -0.397
H 0.55215 2.20295 2.14025 0.252
H 1.95142 2.36734 0.88096 0.256
H 0.95182 3.75109 1.16417 0.292
H -0.55346 2.97473 -0.64804 0.313
H 0.59570 1.58860 -0.59722 0.248
H -2.23370 1.69261 0.15847 0.366
H -1.52204 1.41241 1.54016 0.451
H -0.10456 -0.19641 -2.59920 0.217
H -1.26828 0.97241 -2.07552 0.280
H -0.55179 -1.76314 -0.79305 0.296
H 0.85903 -4.32434 -1.02637 0.331
H -0.24834 -5.34648 -1.65569 0.327
O 0.68268 -5.25461 -1.20985 -0.657
H 2.13914 -1.66074 2.10330 0.297
H 0.67594 -1.49363 1.73291 0.352
O 1.40520 -2.13659 1.75321 -0.653
```

=====

x) A 2-piece molecular cluster, C4H14N2O2 overall. Source: OMol25; level of theory: ωB97M-V with the def2-TZVPD basis set.

Summary:
Lowest unoccupied orbital energy = 0.029 Ha
2S+1 = 1
SMILES = CNC[C@H](N)CO.O
E_HOMO = -8.97 eV
Charge = 0
Gap between HOMO and LUMO = 9.7704 eV

Geometry as XYZ:
```
22
Properties=species:S:1:pos:R:3:mulliken_charge:R:1
N 1.33215 -0.43837 2.17154 -0.660
C 0.42326 -0.16296 1.01989 0.481
C -0.70037 -1.17306 1.12363 -0.565
O -1.39820 -1.13754 2.37403 -0.523
C 1.32798 -0.17024 -0.20941 -0.951
N 0.84434 0.44372 -1.43726 -0.183
C -0.30649 -0.13678 -2.14340 -1.039
H 0.89837 -1.01853 2.87671 0.270
H 1.66177 0.42203 2.58096 0.220
H 0.03192 0.84486 1.21735 0.153
H -1.39563 -1.01282 0.30425 0.278
H -0.35102 -2.20009 1.14249 0.327
H -1.38098 -0.25961 2.75646 0.306
H 1.64139 -1.21790 -0.37917 0.286
H 2.27953 0.27753 0.07295 0.370
H 1.59505 0.55291 -2.10354 0.235
H -1.06107 -0.44559 -1.44021 0.367
H 0.02446 -0.98945 -2.74256 0.321
H -0.64006 0.64943 -2.81787 0.316
H -1.88480 2.10757 -2.10812 0.315
H -1.20210 2.27665 -0.81929 0.335
O -1.73949 2.78824 -1.43941 -0.660
```

=====

y) A 2-piece molecular cluster, C4H14N2O2 overall. Source: OMol25; level of theory: ωB97M-V with the def2-TZVPD basis set.

Summary:
Lowest unoccupied orbital energy = 0.030 Ha
2S+1 = 1
SMILES = CNC[C@H](N)CO.O
E_HOMO = -8.83 eV
Charge = 0
Gap between HOMO and LUMO = 9.6465 eV

Geometry as XYZ:
```
22
Properties=species:S:1:pos:R:3:mulliken_charge:R:1
N -1.32323 1.74343 -0.20616 -0.663
C -0.33211 0.66015 -0.39770 0.569
C 0.13585 0.53385 -1.82756 -0.709
O 0.90073 1.72376 -2.09932 -0.505
C -0.95488 -0.60234 0.20832 -1.035
N 0.08845 -1.63054 0.26067 -0.288
C -0.30882 -2.88437 0.89258 -0.858
H -2.08494 1.61109 -0.85473 0.251
H -0.84106 2.61762 -0.36603 0.294
H 0.53107 0.88607 0.23135 0.098
H 0.77839 -0.35132 -1.86841 0.316
H -0.66782 0.44290 -2.53776 0.372
H 0.83163 1.87824 -3.00432 0.294
H -1.81938 -0.92557 -0.38608 0.437
H -1.38216 -0.37887 1.19413 0.362
H 0.81475 -1.22853 0.83511 0.213
H -1.35799 -3.10472 0.68554 0.310
H -0.17316 -2.96035 1.97949 0.265
H 0.28697 -3.70544 0.48439 0.298
H 2.01730 1.53138 2.89542 0.317
H 2.28096 2.48994 1.75203 0.313
O 2.57942 1.65362 2.12905 -0.651
```

=====

y) is preferred energetically. Next in line: 27.5 kJ/mol higher.

=====

w) A 8-piece molecular cluster, C24H48O24 overall. Source: OMol25; level of theory: ωB97M-V with the def2-TZVPD basis set.

Summary:
Lowest unoccupied orbital energy = 0.017 Ha
2S+1 = 1
SMILES = COC(=O)OC.COC(=O)OC.COC(=O)OC.COC(=O)OC.COC(=O)OC.COC(=O)OC.COC(=O)OC.COC(=O)OC
E_HOMO = -9.72 eV
Charge = 0
Gap between HOMO and LUMO = 10.1658 eV

Geometry as XYZ:
```
96
Properties=species:S:1:pos:R:3:mulliken_charge:R:1
C -1.82230 -2.15385 -0.44103 -0.063
O -2.18857 -3.23760 -1.32842 -0.345
C -1.37041 -3.52877 -2.22954 0.869
O -0.30594 -2.95021 -2.58437 -0.532
O -1.85641 -4.58218 -2.89152 -0.395
C -1.29124 -5.02595 -4.09976 -0.619
H -1.67385 -1.30386 -0.94397 0.052
H -1.01613 -2.55765 0.24579 0.231
H -2.79105 -1.92192 0.25189 0.056
H -2.04998 -5.61102 -4.60690 0.264
H -0.34357 -5.50563 -3.85332 0.282
H -1.28905 -4.21849 -4.66425 0.241
C 0.74624 0.65557 -2.31862 -0.004
O 2.19310 0.60986 -2.15762 -0.376
C 2.68984 0.57137 -1.02606 0.613
O 2.12510 0.26100 0.00620 -0.207
O 4.06630 0.73295 -0.92755 -0.498
C 4.85448 0.44451 0.27846 -0.441
H 0.16790 1.10704 -1.41154 0.027
H 0.23870 -0.36449 -2.59880 -0.055
H 0.41506 1.21743 -3.14939 0.243
H 5.99118 0.13100 0.00345 0.025
H 4.20103 -0.28801 0.87836 0.052
H 4.75849 1.35098 0.65413 0.571
C -4.36719 -1.93906 -3.64813 -1.263
O -3.52794 -1.97413 -4.73334 -0.408
C -2.48624 -1.01641 -4.97394 0.753
O -2.20424 -0.29543 -4.01236 -0.347
O -2.08395 -0.96171 -6.14988 -0.290
C -1.10744 0.04191 -6.47008 -0.699
H -4.09228 -1.58533 -2.65285 0.230
H -4.69654 -2.85106 -3.33887 0.442
H -5.12445 -1.44899 -3.81995 0.762
H -1.45466 0.98684 -6.68227 0.338
H -0.61463 -0.37844 -7.46022 0.224
H -0.40131 0.08548 -5.74018 0.291
C 3.23869 -2.80746 -1.69558 -0.053
O 4.67053 -2.82062 -1.96024 -0.282
C 5.56131 -2.88439 -0.95544 0.771
O 5.26393 -2.81262 0.21364 -0.526
O 6.91706 -3.03106 -1.38261 -0.346
C 8.03361 -3.00268 -0.36054 -0.775
H 3.01925 -2.16712 -2.66270 0.158
H 3.14930 -2.08125 -0.91634 -0.237
H 2.73918 -3.73226 -1.50075 0.330
H 8.75149 -3.65647 -1.03568 0.227
H 7.88733 -3.51010 0.46417 0.402
H 8.16750 -2.04921 0.00080 0.320
C -5.04358 1.26983 5.15033 -0.711
O -4.02802 1.29007 4.12856 -0.190
C -4.25841 1.06972 2.91186 0.530
O -5.33358 0.81642 2.37912 -0.608
O -3.09234 1.17058 2.17488 -0.039
C -3.19018 1.27087 0.78616 -0.595
H -5.50291 0.29441 5.02336 0.335
H -5.73361 2.37853 5.15659 0.251
H -4.50153 1.51682 6.00058 0.257
H -2.15377 1.18184 0.40073 0.048
H -3.66698 2.29286 0.72922 0.339
H -3.79560 0.57368 0.21953 0.360
C 0.52866 1.55337 2.40935 -0.115
O -0.32117 1.71615 3.43785 -0.198
C -0.70950 3.00000 3.90940 0.584
O -0.19725 4.00822 3.44896 -0.571
O -1.74089 3.06023 4.81855 -0.249
C -2.06965 4.27122 5.54125 -0.670
H 0.61033 0.44170 2.13827 -0.079
H 1.63050 1.87880 2.67580 0.113
H 0.19838 2.10395 1.52235 0.281
H -3.02172 4.04480 6.13794 0.186
H -2.66437 4.95225 4.87684 0.310
H -1.28471 4.50281 6.29938 0.312
C 2.06429 -3.27311 2.72465 -1.464
O 2.37953 -1.79775 2.77054 -0.129
C 3.05500 -1.26394 3.69058 0.753
O 3.42805 -1.77216 4.81120 -0.691
O 3.50432 0.04370 3.45822 -0.033
C 4.15253 0.96059 4.28984 -0.855
H 2.68606 -3.90626 2.18087 0.373
H 1.13865 -3.31041 2.28053 0.319
H 2.17972 -3.63937 3.47781 0.903
H 5.18692 0.60604 4.28713 0.294
H 3.71411 0.77119 5.27118 0.367
H 3.99556 1.95799 3.93566 0.252
C -3.32887 2.32540 -2.82423 -0.645
O -3.34213 3.51945 -2.11214 -0.293
C -2.38579 3.73279 -1.26977 0.704
O -1.40536 2.97384 -1.15312 -0.367
O -2.46885 4.96169 -0.56743 -0.380
C -1.46188 5.46132 0.31703 -0.452
H -2.49007 2.29423 -3.33458 0.448
H -4.21345 2.30678 -3.68563 0.196
H -3.35556 1.41123 -2.24714 0.204
H -1.58271 5.03999 1.27337 0.143
H -1.37093 6.65337 0.64662 0.217
H -0.42446 5.34379 -0.11039 0.244
```

=====

x) A 8-piece molecular cluster, C24H48O24 overall. Source: OMol25; level of theory: ωB97M-V with the def2-TZVPD basis set.

Summary:
Lowest unoccupied orbital energy = 0.018 Ha
2S+1 = 1
SMILES = COC(=O)OC.COC(=O)OC.COC(=O)OC.COC(=O)OC.COC(=O)OC.COC(=O)OC.COC(=O)OC.COC(=O)OC
E_HOMO = -10.49 eV
Charge = 0
Gap between HOMO and LUMO = 10.9799 eV

Geometry as XYZ:
```
96
Properties=species:S:1:pos:R:3:mulliken_charge:R:1
C 2.26552 3.10675 -3.31570 -0.343
O 3.24977 3.07819 -4.35415 -0.383
C 2.72508 3.22678 -5.56130 0.801
O 1.55339 3.33751 -5.81048 -0.589
O 3.69515 3.30779 -6.46080 -0.357
C 3.42416 3.91052 -7.71149 -0.671
H 1.56154 3.91909 -3.48440 0.345
H 2.80316 3.31188 -2.39495 0.198
H 1.73472 2.15998 -3.23459 0.084
H 3.00962 4.91919 -7.69858 0.313
H 2.82701 3.24427 -8.32980 0.291
H 4.40606 4.05740 -8.16217 0.246
C -1.58144 -3.98349 -3.02413 -0.578
O -1.12342 -4.43412 -1.75635 -0.305
C -1.86113 -4.22829 -0.68941 0.918
O -2.93646 -3.67451 -0.69781 -0.610
O -1.23905 -4.75031 0.36185 -0.268
C -1.96155 -4.97943 1.54932 -0.635
H -2.65531 -4.06910 -3.15155 0.350
H -1.06742 -4.52327 -3.81561 0.275
H -1.25560 -2.94897 -3.14398 0.120
H -1.38601 -5.66295 2.16881 0.251
H -2.93621 -5.44827 1.39162 0.341
H -2.13076 -4.02791 2.05486 0.244
C 5.49024 -6.30482 -2.04845 -0.668
O 4.39797 -5.65881 -1.38137 -0.343
C 4.06776 -4.45743 -1.80456 0.727
O 4.69834 -3.81416 -2.60030 -0.571
O 2.92961 -4.11078 -1.23149 -0.178
C 2.34451 -2.87847 -1.55153 -0.466
H 6.39126 -5.89665 -1.58657 0.289
H 5.48981 -6.07615 -3.10858 0.317
H 5.48307 -7.35949 -1.79818 0.228
H 1.26063 -2.96292 -1.51824 -0.050
H 2.65541 -2.58794 -2.56220 0.359
H 2.62305 -1.99945 -0.96324 0.327
C 0.27095 -2.85677 2.87843 -0.261
O -0.43197 -3.17417 4.08004 -0.341
C -1.38027 -2.34035 4.48718 0.830
O -1.48240 -1.17529 4.17386 -0.414
O -2.06326 -2.94338 5.44337 -0.405
C -3.18109 -2.31173 6.04134 -0.638
H -0.38173 -2.89871 2.00725 -0.006
H 1.05161 -3.59105 2.71471 0.271
H 0.66927 -1.84634 2.81936 0.142
H -3.69039 -3.12598 6.55126 0.284
H -3.85984 -1.87185 5.31128 0.329
H -2.92530 -1.54764 6.77287 0.214
C -0.07206 1.33115 2.65740 0.232
O -0.90014 1.08050 1.54406 -0.496
C -0.42787 0.23855 0.64037 1.043
O 0.53284 -0.47302 0.69874 -0.603
O -1.24292 0.30918 -0.39835 -0.407
C -0.80727 -0.24918 -1.63306 0.217
H 0.60211 2.15801 2.41656 -0.366
H 0.62374 0.56430 2.99386 0.229
H -0.64889 1.70523 3.49496 0.059
H 0.05762 0.34056 -1.94116 0.012
H -1.61959 -0.24829 -2.34977 0.183
H -0.47343 -1.27929 -1.48377 -0.194
C -0.27239 0.40678 -5.37324 -0.129
O -1.61640 0.76394 -5.64387 -0.372
C -2.35801 1.36921 -4.73104 0.795
O -1.95508 1.86236 -3.69586 -0.422
O -3.62632 1.31564 -5.10216 -0.387
C -4.65336 1.64184 -4.16996 -0.535
H 0.31566 1.32442 -5.30351 0.094
H 0.02266 -0.25817 -6.17691 0.313
H -0.07540 -0.08385 -4.41502 -0.022
H -5.40639 2.21979 -4.69770 0.262
H -4.25014 2.26510 -3.37343 0.186
H -5.06337 0.72737 -3.74892 0.265
C 2.50852 3.71212 0.85095 -0.784
O 1.46114 3.37023 -0.06184 -0.047
C 0.23109 3.84045 0.09967 0.707
O -0.22761 4.25206 1.13643 -0.608
O -0.37476 3.82542 -1.06710 -0.205
C -1.80046 3.77872 -1.14236 -0.439
H 2.24485 3.34604 1.84151 0.288
H 2.66159 4.78986 0.95876 0.341
H 3.37686 3.32170 0.32566 0.200
H -2.14250 3.39624 -2.09898 -0.016
H -2.14250 4.80088 -0.97165 0.379
H -2.18728 3.13281 -0.35285 0.237
C -0.35869 4.10161 9.46918 -0.666
O -0.96194 3.76332 8.23892 -0.323
C -0.83192 2.52718 7.79327 0.806
O -0.13372 1.67288 8.25689 -0.576
O -1.60434 2.38838 6.72749 -0.319
C -1.80298 1.07437 6.22092 -0.516
H 0.47842 4.78995 9.33854 0.247
H 0.03944 3.25594 10.02861 0.344
H -1.12652 4.61090 10.05062 0.238
H -1.78468 1.14291 5.14226 0.108
H -2.72469 0.64107 6.60829 0.234
H -1.03098 0.37444 6.54316 0.404
```

=====

x) is preferred energetically. Next in line: 1261.9 kJ/mol higher.